No. 1
DFT (ωB97M-V/def2-TZVPD) results for one molecule with the formula C2H6N4O2.

Calculated values
Kohn-Sham gap in eV: 9.1
SMILES: N/N=C(/NO)NC=O
Total charge: 0

Each line ends with the Löwdin charge.
Cartesian coordinates (Å):
N (-2.01110, 1.13797, 1.55143)  -0.0892
N (-1.84259, -0.10155, 0.64146)  -0.0164
C (-0.68001, -0.02286, -0.00479)  -0.4743
N (-0.39099, -1.18323, -0.54993)  -0.0385
O (0.44500, -1.40556, -1.74397)  -0.1063
N (0.36952, 0.90420, 0.07519)  0.0953
C (1.79729, 0.87469, -0.01896)  -0.2667
O (2.36963, -0.19564, -0.10326)  0.0045
H (-1.64308, 0.75717, 2.51048)  0.0820
H (-3.07071, 1.22135, 1.88040)  0.0944
H (-1.03243, -2.11271, -0.57835)  0.2202
H (1.41721, -1.35356, -1.20471)  0.1525
H (-0.00984, 1.83465, 0.45685)  0.1473
H (2.24422, 2.05003, -0.17138)  0.1951

---

No. 2
DFT (ωB97M-V/def2-TZVPD) results for one molecule with the formula C2H6N4OS.

Calculated values
Kohn-Sham gap in eV: 9.5
SMILES: [H]/N=C/NS/C(=N/[H])NO
Total charge: 0

Each line ends with the Löwdin charge.
Cartesian coordinates (Å):
H (-2.52096, 2.07719, -0.84380)  0.0817
N (-1.91502, 1.24235, -0.61666)  0.0537
C (-2.44366, 0.65598, 0.32660)  -0.3711
N (-1.77988, -0.55474, 0.57967)  -0.3474
S (-0.45232, -1.20934, -0.32485)  0.9552
C (1.09573, -0.42302, -0.05486)  -0.8211
N (2.12172, -1.16976, -0.01170)  0.0820
H (2.93920, -0.65720, 0.24450)  0.0312
N (0.97729, 0.93834, 0.23489)  0.0367
O (2.57053, 1.27874, 0.03342)  -0.1738
H (-3.39524, 0.74446, 0.85921)  0.1286
H (-1.59282, -0.97470, 1.49237)  0.0659
H (0.66943, 1.51008, -0.64314)  0.1435
H (2.83209, 1.82877, 0.88717)  0.1348

---

No. 3
DFT (ωB97M-V/def2-TZVPD) results for one molecule with the formula C2H6N4OS.

Calculated values
Kohn-Sham gap in eV: 9.9
SMILES: [H]/N=C(/N)SNC(N)=O
Total charge: 0

Each line ends with the Löwdin charge.
Cartesian coordinates (Å):
H (-2.83788, -0.25146, 2.17808)  0.0757
N (-2.42868, -0.90892, 1.42827)  0.0538
C (-1.43112, -0.44322, 0.84015)  -0.7543
N (-0.76256, -1.04142, -0.30555)  -0.0049
S (-0.60181, 1.17640, 1.17395)  0.9206
N (0.20778, 1.55649, -0.20609)  -0.3212
C (1.21496, 0.77728, -0.85793)  -0.6684
N (1.78553, -0.31835, -0.23098)  0.0897
O (1.57389, 1.00809, -1.96178)  0.1019
H (0.26232, -1.07523, -0.35801)  -0.0012
H (-1.37194, -1.73616, -1.01515)  0.1808
H (-0.23575, 2.03209, -0.93173)  0.0713
H (1.98102, -0.26271, 0.87862)  0.1796
H (2.64424, -0.51289, -0.63185)  0.0765

---

No. 4
DFT (ωB97M-V/def2-TZVPD) results for one molecule with the formula C2H6N4S.

Calculated values
Kohn-Sham gap in eV: 8.0
Total charge: 0

Each line ends with the Löwdin charge.
Cartesian coordinates (Å):
C (-0.26262, -1.07492, -0.72836)  -0.2645
C (-0.47189, -1.49125, -1.95213)  -0.0281
N (0.52823, 0.05408, -0.45851)  0.0166
N (-0.59012, 0.63800, 1.50735)  -0.4016
N (0.44547, 0.66457, 0.69747)  -0.4052
N (1.58562, 1.15053, 1.13128)  0.0724
S (-0.52448, 1.36558, 2.94915)  0.7649
H (-0.79024, -1.41774, 0.14203)  0.0825
H (-0.03454, -0.94966, -2.80371)  0.0544
H (-0.84296, -2.47507, -2.25890)  0.0489
H (2.30515, 1.10630, 0.36004)  0.1464
H (1.65215, 1.71602, 2.03561)  0.0886
H (-1.75799, 1.15517, 3.07129)  -0.1754

---

No. 5
DFT (ωB97M-V/def2-TZVPD) results for one molecule with the formula C2H6N4S.

Calculated values
Kohn-Sham gap in eV: 10.1
SMILES: [H]/N=C(NS)/C(N)=N\[H]
Total charge: 0

Each line ends with the Löwdin charge.
Cartesian coordinates (Å):
H (0.83218, 1.90481, 0.39418)  0.0151
N (-0.13195, 1.59036, 0.38402)  0.1365
C (-0.21729, 0.35509, 0.11281)  -0.4581
N (0.82280, -0.56298, -0.08708)  -0.3942
S (2.45135, -0.08287, -0.16805)  0.7785
C (-1.57616, -0.27430, 0.01101)  -0.4762
N (-2.52936, 0.60005, -0.41536)  0.1215
N (-1.86065, -1.49333, 0.26225)  0.1139
H (-1.03630, -2.01003, 0.59362)  0.0399
H (0.55972, -1.40211, -0.61010)  0.0854
H (2.83578, -0.45063, 1.05907)  -0.1419
H (-2.28359, 1.56477, -0.28839)  0.0735
H (-3.47458, 0.29559, -0.20922)  0.1060

---

No. 6
DFT (ωB97M-V/def2-TZVPD) results for one molecule with the formula C2H6N4S.

Calculated values
Kohn-Sham gap in eV: 9.3
SMILES: [H]/N=C\N(S)/C=N\N
Total charge: 0

Each line ends with the Löwdin charge.
Cartesian coordinates (Å):
H (-2.35154, -1.08203, -0.87094)  0.0169
N (-1.51156, -1.32218, -1.36865)  0.1118
C (-0.54212, -0.73427, -0.85935)  -0.3487
N (-0.52099, 0.36318, 0.05536)  -0.4837
S (-1.88309, 1.39800, 0.10009)  0.8139
C (0.70194, 0.96084, 0.22764)  -0.3463
N (1.81384, 0.44107, 0.61417)  -0.0087
N (1.67125, -0.88978, 1.05451)  -0.0278
H (0.47835, -0.87564, -1.22449)  0.1163
H (-1.79820, 1.96453, -1.13424)  -0.1053
H (0.74898, 2.07614, 0.18749)  0.1111
H (0.79974, -1.20978, 1.48794)  0.0808
H (2.39339, -1.09010, 1.73045)  0.0695

---

No. 7
DFT (ωB97M-V/def2-TZVPD) results for C2H6N4S as an isolated structure.

Calculated values
Kohn-Sham gap in eV: 8.6
Total charge: 0

Each line ends with the Löwdin charge.
Cartesian coordinates (Å):
C (0.45095, 0.28949, -0.10193)  -0.9491
C (-1.82152, -1.06286, 0.11356)  -0.2409
H (1.18321, -1.86136, -0.89154)  0.1619
H (2.15831, -1.86166, 0.71821)  -0.0003
H (2.77038, 0.61253, -0.30311)  0.2148
H (0.00187, -1.85753, 0.04973)  0.1262
H (-1.82264, -2.15831, 0.66918)  0.1591
H (-3.67401, -0.68368, 0.31285)  0.1085
N (2.11654, -1.48762, -0.17902)  -0.0954
N (1.88153, -0.01289, 0.36979)  -0.1023
N (-0.31037, -0.80898, -0.16472)  -0.0755
N (-2.75155, -0.21553, -0.08658)  0.0836
S (0.06583, 1.88284, -0.01259)  0.6094

---

No. 8
DFT (ωB97M-V/def2-TZVPD) results for one molecule with the formula C2H6N4S.

Calculated values
Kohn-Sham gap in eV: 9.2
SMILES: [H]/N=C(/N)NNC=S
Total charge: 0

Each line ends with the Löwdin charge.
Cartesian coordinates (Å):
H (-0.54662, -1.83518, 0.00131)  0.0843
N (-1.09352, -1.23941, 0.72859)  0.1077
C (-0.87485, -0.00929, 0.64174)  -0.5615
N (-1.58330, 0.87021, 1.49722)  0.0709
N (0.12173, 0.73054, -0.05739)  0.0122
N (0.83204, 0.19729, -1.14996)  -0.0935
C (1.88963, -0.66596, -0.87654)  -0.7216
S (2.61711, -1.67835, -1.97977)  0.5503
H (-2.35652, 0.48327, 2.08531)  0.1106
H (-1.80434, 1.83583, 1.18848)  0.0910
H (0.00968, 1.71804, -0.15094)  0.1189
H (0.48887, 0.10869, -2.11450)  0.1334
H (2.30009, -0.51569, 0.18645)  0.0974

---

No. 9
DFT (ωB97M-V/def2-TZVPD) results for one molecule with the formula C2H6N4S.

Calculated values
Kohn-Sham gap in eV: 9.1
SMILES: [H]/N=C(/N)S/C(N)=N/[H]
Total charge: 0

Each line ends with the Löwdin charge.
Cartesian coordinates (Å):
H (0.00289, 1.55502, 0.25426)  0.0210
N (1.15487, 1.48975, 0.16300)  0.0275
C (1.46907, 0.24907, 0.06961)  -0.8458
N (2.73130, -0.36770, -0.00559)  -0.0306
S (0.10209, -0.91790, -0.16665)  0.9063
C (-1.45251, 0.11872, -0.11042)  -0.7255
N (-2.48858, -0.68103, 0.34363)  0.0239
N (-1.44628, 1.37576, -0.22043)  0.0672
H (-2.35193, 1.62292, 0.02271)  0.0498
H (3.53741, 0.23190, 0.19675)  0.0669
H (3.08872, -1.54987, 0.28134)  0.2262
H (-3.46361, -0.43156, -0.11998)  0.1618
H (-2.20538, -1.66615, 0.31193)  0.0512

---

No. 10
DFT (ωB97M-V/def2-TZVPD) results for one molecule with the formula C2H6N6.

Calculated values
Kohn-Sham gap in eV: 9.4
SMILES: N=C1NNC(=N)NN1
Total charge: 0

Each line ends with the Löwdin charge.
Cartesian coordinates (Å):
N (-1.14116, 0.51444, 2.29909)  0.1250
C (-0.54948, 0.07963, 1.22140)  -0.6025
N (0.73001, -0.25293, 1.15294)  0.1125
N (1.27015, 0.38407, -0.12907)  0.0768
C (0.53078, 0.15619, -1.27006)  -0.4489
N (1.21065, -0.00814, -2.39416)  0.0809
N (-0.88479, -0.26760, -1.19682)  0.0364
N (-1.24130, -0.48117, 0.17751)  -0.0046
H (-2.13805, 0.78381, 1.93866)  0.0840
H (0.94802, 0.33770, 1.80344)  0.0410
H (2.18881, 0.01035, -0.18547)  0.1147
H (2.20056, 0.28948, -2.16875)  0.0543
H (-0.94612, -1.35990, -1.66134)  0.2194
H (-2.17809, -0.18593, 0.41263)  0.1111

---

No. 11
DFT (ωB97M-V/def2-TZVPD) results for an isolated ion of composition C2H6NO and charge -1.

Calculated values
Kohn-Sham gap in eV: 6.7
SMILES: CNC[O-]
Total charge: -1

Each line ends with the Löwdin charge.
Cartesian coordinates (Å):
C (-0.59379, 0.58138, 0.97911)  -0.2429
N (-0.68027, 0.00606, -0.41893)  -0.1609
C (0.72910, -0.65091, -0.81081)  -0.5820
O (1.05878, -0.58453, -2.12785)  -0.3721
H (0.26214, 1.30757, 1.27342)  0.0620
H (-1.45195, 1.20220, 1.07867)  0.0068
H (-0.62961, -0.29297, 1.80996)  0.0958
H (-0.55305, 0.63933, -1.30048)  0.0908
H (1.27417, -0.40341, 0.09896)  0.0335
H (0.58447, -1.80472, -0.58206)  0.0691

---

No. 12
DFT (ωB97M-V/def2-TZVPD) results for one molecule with the formula C2H6NO.

Calculated values
2S+1: 2
⟨S²⟩: 0.7548
Kohn-Sham gap (alpha / beta) in eV: 10.7 / 8.0
Total charge: 0

Each line ends with the Löwdin spin population.
Cartesian coordinates (Å):
C (-0.22769, -1.15830, 0.07826)  0.0969
O (-0.51231, -1.96891, 1.14595)  0.7994
C (-0.02301, 0.37224, 0.42301)  0.0073
N (0.21000, 1.23116, -0.75995)  0.0016
H (0.67421, -1.59142, -0.56361)  0.0240
H (-1.18489, -1.13526, -0.63753)  0.0707
H (-1.01613, 0.60842, 0.81726)  -0.0005
H (0.76361, 0.46812, 1.19592)  0.0002
H (0.19840, 2.19063, -0.41300)  0.0002
H (1.11781, 0.98333, -1.28631)  0.0001

---

No. 13
DFT (ωB97M-V/def2-TZVPD) results for a 2-piece molecular cluster, C2H6NO overall.

Calculated values
Kohn-Sham gap in eV: 10.8
Total charge: +1

Each line ends with the Löwdin charge.
Cartesian coordinates (Å):
C (1.28338, 0.68352, -0.30533)  -0.0597
C (0.69853, -0.59306, -0.16533)  -0.0116
N (-1.51509, -0.24756, 0.38623)  0.1411
O (1.41643, -0.16840, 0.83177)  0.1246
H (2.11569, 0.85891, -1.09969)  0.1778
H (0.58124, 1.56225, -0.03092)  0.1562
H (0.72631, -1.50335, -0.76916)  0.1718
H (-1.80150, -1.03338, 0.94326)  0.0784
H (-1.82118, -0.27110, -0.59921)  0.0961
H (-1.68381, 0.71217, 0.80838)  0.1254

---

No. 14
DFT (ωB97M-V/def2-TZVPD) results for an isolated ion of composition C2H6NO and charge +1.

Calculated values
Kohn-Sham gap in eV: 11.0
SMILES: [NH3+]CC=O
Total charge: +1

Each line ends with the Löwdin charge.
Cartesian coordinates (Å):
N (-0.45844, -1.27011, -0.75204)  0.1989
C (-0.87169, 0.00778, 0.05102)  -0.0689
C (0.26185, 0.91852, 0.56213)  -0.2388
O (1.40516, 0.74898, 0.36452)  0.1353
H (0.12866, -1.92210, -0.17287)  0.1956
H (-1.23190, -1.79176, -1.06525)  0.1346
H (0.06510, -0.85427, -1.60628)  0.2163
H (-1.52808, -0.41237, 0.87973)  0.1531
H (-1.67420, 0.58292, -0.47926)  0.1481
H (-0.13271, 1.73868, 1.11322)  0.1258

---

No. 15
DFT (ωB97M-V/def2-TZVPD) results for a 2-piece molecular cluster, C2H6NO2 overall.

Calculated values
Kohn-Sham gap in eV: 10.7
Total charge: +1

Each line ends with the Löwdin charge.
Cartesian coordinates (Å):
C (-1.40188, 1.83479, 0.10814)  0.1587
N (-0.13983, 1.78170, 0.08092)  0.2041
H (-1.97619, 1.01387, -0.29703)  0.1220
H (-1.87205, 2.75660, 0.43054)  0.1238
H (0.55746, 2.47830, 0.32335)  0.1679
H (0.30240, 0.90048, -0.26944)  0.0839
O (1.29362, -0.46825, -0.26935)  0.0589
C (0.75169, -1.53997, -0.24477)  -0.3118
O (-0.46513, -1.59693, 0.29218)  0.1053
H (1.15126, -2.47301, -0.63123)  0.1585
H (-0.94777, -2.41720, 0.15845)  0.1287

---

No. 16
DFT (ωB97M-V/def2-TZVPD) results for a 2-piece molecular cluster, C2H6NO2P overall.

Calculated values
Kohn-Sham gap (alpha / beta) in eV: 9.8 / 8.3
Total charge: 0

Each line ends with the Löwdin charge.
Cartesian coordinates (Å):
C (0.39960, 0.03348, -0.09269)  -0.0625
C (1.57280, 0.84941, -0.30970)  -0.1364
N (-1.94104, -1.35345, 0.13470)  -0.1402
O (0.65021, -2.01793, -0.10345)  -0.1675
O (-2.14029, 1.08939, -0.75152)  -0.3648
P (-1.48932, 0.21770, 0.20299)  0.4928
H (1.41870, 1.96393, -0.09361)  0.1303
H (1.82661, 0.83469, -1.31061)  0.0545
H (2.36711, 0.36939, 0.17743)  0.0659
H (-2.69878, -1.49827, -0.51454)  0.0535
H (-1.17551, -1.98695, -0.21762)  0.0222
H (-1.50429, 0.68380, 1.61673)  0.0523

---

No. 17
DFT (ωB97M-V/def2-TZVPD) results for a 3-piece molecular cluster, C2H6NO2P overall.

Calculated values
Kohn-Sham gap in eV: 9.0
SMILES: [H][H].N=C=O.CP=O
Total charge: 0

Each line ends with the Löwdin charge.
Cartesian coordinates (Å):
H (-0.11549, 1.84015, -1.25217)  -0.0454
H (-0.39709, 1.92621, -1.95945)  0.0423
N (3.03973, 0.19387, 0.92148)  0.2301
C (2.07631, 0.19944, 0.25152)  -0.4483
O (1.27092, -0.17824, -0.50093)  0.0322
H (3.41557, 0.89529, 1.56434)  0.1124
C (-1.80728, -0.99576, -0.27419)  -0.2973
P (-0.99277, 0.38876, 0.59644)  0.8181
O (-0.56272, -0.14185, 1.94241)  -0.4976
H (-1.09598, -1.68540, -0.58601)  0.0086
H (-2.40150, -1.62156, 0.37783)  0.0423
H (-2.42970, -0.82091, -1.08126)  0.0024

---

No. 18
DFT (ωB97M-V/def2-TZVPD) results for an isolated ion of composition C2H6NO2S and charge -1.

Calculated values
Kohn-Sham gap in eV: 7.7
SMILES: C=[S@](=O)([O-])NC
Total charge: -1

Each line ends with the Löwdin charge.
Cartesian coordinates (Å):
C (0.66027, 1.42744, -0.29989)  -0.2909
S (1.73715, 0.07235, 0.14275)  0.5898
O (2.03976, -0.06369, 1.54621)  -0.4054
O (2.76500, -0.44124, -0.91569)  -0.4937
N (0.54222, -1.29116, -0.11893)  -0.2433
C (-0.74450, -0.91147, 0.38326)  -0.2845
H (0.95056, 1.81580, -1.29822)  -0.0196
H (0.84517, 2.15743, 0.41656)  -0.0709
H (0.71480, -1.22126, -1.18455)  0.0827
H (-0.83694, -1.12380, 1.45344)  0.0524
H (-0.83188, 0.20013, 0.34900)  0.0168
H (-1.67010, -1.42213, 0.01291)  0.0666

---

No. 19
DFT (ωB97M-V/def2-TZVPD) results for an isolated ion of composition C2H6NO2S2 and charge -1.

Calculated values
Kohn-Sham gap in eV: 7.6
Total charge: -1

Each line ends with the Löwdin charge.
Cartesian coordinates (Å):
C (1.13632, 0.74523, 0.88869)  -0.1904
C (-0.74814, -0.72858, 0.64718)  -0.5997
N (0.53002, -0.44258, 0.27807)  -0.3860
O (0.42681, 0.76850, -2.23512)  -0.5543
O (-0.13556, -1.64026, -1.96087)  -0.5473
S (-2.17639, 0.45035, 0.00493)  0.5548
S (0.80914, -0.55104, -1.69335)  0.6719
H (2.19923, 0.66736, 0.75106)  0.0477
H (0.72477, 1.76213, 0.65490)  0.0645
H (0.79021, 0.72829, 2.00972)  0.0903
H (-1.01289, -1.71143, 0.09168)  0.0718
H (-0.89695, -0.76643, 1.69171)  0.0344
H (-1.64657, 0.71847, -1.12860)  -0.2577

---

No. 20
DFT (ωB97M-V/def2-TZVPD) results for a 2-piece molecular cluster, C2H6NO3 overall.

Calculated values
Kohn-Sham gap in eV: 8.6
Total charge: -1

Each line ends with the Löwdin charge.
Cartesian coordinates (Å):
C (0.16755, -1.83237, 0.21503)  -0.1466
N (-0.54400, -0.59216, -0.08529)  -0.0202
C (-0.57592, 0.37151, 0.97313)  -0.7781
O (-0.63296, 1.58214, 0.64094)  -0.0803
O (-0.56736, -0.07993, 2.13110)  -0.0653
H (0.18943, -2.06837, 1.26681)  0.0581
H (-0.34812, -2.65575, -0.29913)  0.0560
H (1.18963, -1.83134, -0.18338)  0.0623
H (-0.29238, -0.26921, -1.01321)  0.0970
H (-0.11353, 2.11130, -0.75025)  -0.0300
H (1.19785, 2.79916, -1.30357)  0.0084
O (0.32981, 2.46501, -1.59219)  -0.1615